No. 1
The following is a quantum chemistry calculation of a 5-piece molecular cluster, C28H37Cl3NO10 overall, from the OMol25 dataset.

Geometry as XYZ:
```
79
Properties=species:S:1:pos:R:3:forces:R:3:lowdin_charge:R:1
C 3.04874 -3.00244 1.04402 0.1 -0.1 0.2 -0.59
C -0.44543 -4.10962 -1.41285 -0.1 -0.2 -0.3 -0.07
C 1.45115 3.46422 0.12445 0.3 -0.2 0.1 -0.12
H 2.00949 3.83282 0.98771 -0.1 0.2 0.0 0.08
H 3.20468 2.55333 -6.07054 0.0 0.0 -0.1 0.12
O 2.07491 6.23019 1.79646 0.0 -0.1 0.0 0.11
H -6.09353 -3.21288 4.55245 0.0 0.0 0.0 0.12
C 0.69173 -0.13577 1.39964 0.2 0.0 -0.1 -0.22
C -0.49435 -2.11563 2.04236 0.0 0.2 0.0 -0.04
H 5.35736 -1.75292 3.36914 0.0 0.0 0.0 0.08
H -1.23594 -4.62735 -0.87504 0.0 0.1 0.1 0.13
O -7.11497 -1.93353 1.69619 0.1 0.0 0.0 0.02
H 2.77637 -4.03125 0.82254 -0.1 0.0 -0.1 0.09
H 1.04346 -4.64807 -4.31729 0.1 -0.1 0.1 0.13
C 3.37002 0.58060 -5.08444 -0.2 0.3 0.0 -0.07
C 1.23183 8.38711 1.01306 -0.3 0.0 0.1 -0.07
H 5.50684 -1.49565 1.63927 0.0 0.0 -0.1 0.06
O -8.65461 -0.39324 2.20327 0.0 0.0 0.0 0.13
C 0.80680 1.32044 1.21821 0.1 -0.2 -0.2 -0.62
C -7.58347 -1.67812 3.98700 0.3 -0.1 -0.1 -0.07
C 2.58643 1.77507 -5.62986 0.0 -0.1 0.0 -0.15
H -8.38914 -2.33610 4.31520 0.0 0.0 0.0 0.13
H 3.40232 -3.14338 3.12632 0.0 -0.1 0.0 0.12
H -1.86926 7.25788 0.74870 0.0 -0.1 0.0 0.13
H -5.43060 -1.70796 3.92016 0.0 0.0 0.0 0.10
C -0.84426 7.41203 0.42257 -0.1 0.1 0.0 -0.15
H 4.25340 0.36039 -5.68513 0.0 -0.1 0.0 0.14
H 4.67997 -3.83377 2.16747 0.1 0.0 -0.2 0.12
H -0.65396 9.00751 1.85560 0.0 0.0 0.0 0.12
H -6.86368 -3.88187 2.32675 0.0 0.0 0.0 0.13
C 1.19962 6.90950 1.34430 0.1 0.1 0.0 -0.48
H 0.45239 3.89479 0.16133 0.0 0.1 0.0 0.08
H 2.60491 -0.49298 0.78921 0.0 0.0 -0.1 0.09
O -2.72883 -2.11984 3.04952 -0.1 -0.3 -0.3 0.12
C -1.72838 -2.85882 2.51509 -0.1 -0.2 0.0 -0.44
C 0.63880 -2.87672 1.78697 -0.1 -0.2 0.1 0.08
C 4.79508 -1.68444 2.43866 0.1 0.0 0.2 -0.11
H -1.07488 -5.06560 -3.24420 0.0 0.0 0.0 0.12
C 0.87094 -4.13704 -3.37513 -0.1 0.1 -0.1 -0.12
Cl 0.06606 2.22521 2.48801 -0.1 0.1 0.0 0.80
O 2.42119 -1.62838 -4.69330 -0.1 0.0 0.0 0.11
N 1.75752 -0.92069 1.15476 -0.1 -0.1 0.1 0.17
H 4.14098 -0.81665 2.55565 0.0 0.0 -0.1 0.07
C -6.25567 -2.41649 3.82977 -0.1 0.0 0.1 -0.16
C -0.45972 -0.73949 1.85920 -0.1 -0.1 0.1 0.05
O -1.76830 -4.05096 2.47813 0.0 0.3 0.2 0.18
H -0.45686 9.55435 0.19167 0.0 0.0 0.0 0.12
H -7.53218 -0.81919 4.64935 -0.1 0.0 0.0 0.13
C 4.01635 -2.97399 2.23598 -0.2 0.1 0.2 -0.24
H 0.71067 1.60457 -6.76695 0.0 -0.1 0.0 0.13
C 1.77778 -2.25538 1.33601 0.2 0.2 -0.2 -0.20
C 2.38383 -0.55904 -5.23359 0.2 0.0 0.1 -0.49
Cl 2.11310 1.11398 -1.10276 0.0 -0.2 -0.1 0.77
H 2.13212 0.97165 -7.61504 0.0 0.0 0.0 0.13
C -6.34565 -2.92350 2.39643 0.0 0.0 0.1 -0.16
C 1.38737 1.97415 0.20302 -0.1 0.3 0.2 -0.68
O 1.32624 -5.23149 -0.15179 0.0 0.0 0.1 0.08
H 1.97761 3.78796 -0.76694 -0.1 0.0 -0.1 0.08
H 3.66224 0.68310 -4.04281 0.1 -0.1 0.0 0.11
H 1.77469 8.51210 0.07466 0.0 0.0 0.0 0.13
O 1.57562 -4.84912 -2.32918 0.0 -0.1 0.0 0.05
H 1.99199 2.22579 -4.83325 0.0 0.0 0.0 0.11
O -0.01726 6.39828 1.03209 0.0 0.0 0.0 0.00
C -7.88423 -1.22662 2.56771 -0.1 0.0 0.1 -0.49
H 1.29157 -3.13663 -3.44051 0.0 0.0 0.0 0.10
H -2.91499 -1.32963 2.52752 0.1 0.2 0.2 0.11
H 0.62780 -3.95111 1.90651 -0.1 0.0 0.0 0.15
C -0.58858 -4.14051 -2.93410 0.0 0.0 0.1 -0.13
C 0.88857 -4.79962 -1.18849 0.0 0.1 0.0 -0.49
Cl 3.77015 -2.33949 -0.44726 0.1 0.0 -0.2 0.73
H 1.74431 8.93665 1.79697 0.1 0.0 -0.1 0.13
O 1.40519 -0.21078 -6.08836 -0.1 0.0 0.0 0.04
H -0.79336 7.28682 -0.66098 0.0 0.0 0.0 0.13
H -0.36219 -3.08557 -1.03730 0.0 0.0 0.0 0.12
H -5.37766 -3.01471 1.90837 0.0 0.0 -0.1 0.11
H -1.29754 -0.09526 2.07565 -0.1 0.0 0.0 0.11
H -1.15419 -3.30760 -3.34521 0.0 0.0 0.0 0.12
C 1.66311 1.09809 -6.63832 0.0 0.1 0.0 -0.14
C -0.24961 8.73842 0.87961 0.1 0.0 0.0 -0.15
```
Forces are in eV/Å.

Computed properties:
charge	+1

No. 2
The following is a quantum chemistry calculation of C28H37Cl4Cu2N4O as an isolated structure in a non-equilibrium geometry, from the OMol25 dataset.

Geometry as XYZ:
```
76
Properties=species:S:1:pos:R:3:forces:R:3:lowdin_charge:R:1
Cl -1.53888 0.29208 3.43315 0.8 0.0 -0.6 0.69
C -2.81060 3.29485 -1.07002 0.1 -2.4 0.6 0.00
C 2.72089 -2.74279 2.52153 -0.4 0.5 0.2 0.09
N 4.52990 -1.21590 2.21417 -1.8 -0.2 -2.3 -0.06
C 2.08076 2.37008 -1.26126 -1.8 1.1 0.7 0.06
C -0.35189 -1.91032 0.56823 0.2 -3.6 -0.9 -0.03
C 0.73302 2.07823 -1.56826 0.7 -2.2 -1.0 -0.05
H -1.34595 6.23735 -0.81761 -0.3 0.1 0.1 0.17
C -0.43507 2.93838 -1.24314 -0.3 2.4 -0.6 -0.14
H 4.49275 -2.49527 3.79071 -0.2 -0.2 0.2 0.17
O -1.12520 -0.24521 -0.76236 0.4 4.1 3.0 -0.59
C -3.58500 -0.37598 0.02561 -1.8 0.0 1.7 -0.63
H -3.82579 0.31525 -0.78206 -0.3 -0.3 -1.0 0.07
C 0.53839 0.79832 -2.24912 1.0 2.6 -0.3 0.01
H 0.97575 -4.75113 1.76523 0.1 -0.1 0.0 0.15
H 1.57865 -0.89773 -3.16634 -0.1 -0.2 -0.4 0.16
Cl -3.88334 0.74181 1.39116 -1.1 0.1 -0.1 0.75
C 0.66682 -2.75754 1.04872 0.0 1.3 0.9 -0.08
H 5.75450 0.22776 3.02234 0.0 0.1 0.1 0.13
C 2.02368 -2.21103 1.44077 0.2 -0.3 -0.2 -0.10
C 3.13411 1.56281 -1.58681 -1.4 -0.9 -1.2 0.04
H 6.45566 -0.51982 1.60639 -0.3 -0.4 -0.1 0.13
H -0.24672 -0.83652 0.52033 1.1 -4.6 1.2 0.01
H -1.85069 0.38254 1.12297 0.9 0.2 0.7 -0.04
C -3.14495 -4.36903 -0.36925 0.7 -0.4 -0.9 0.01
C 4.07938 -0.37355 -2.55071 0.1 -0.8 -0.1 0.07
H -5.56304 -1.20069 0.11898 0.0 -0.2 -0.1 0.11
Cl -4.31125 -2.61127 1.49809 -0.5 1.2 1.0 0.79
H 2.08458 -0.86268 -0.16130 0.6 0.6 -0.1 0.09
H -2.52112 -0.61221 0.04718 -1.8 0.8 0.6 -0.02
H -3.40284 -5.30467 0.12691 0.4 0.1 0.2 0.13
H 4.14760 1.84264 -1.33993 0.2 -0.2 -0.2 0.18
H -0.29052 2.16965 0.44727 0.3 -0.5 1.4 0.02
H 4.53098 -0.51457 -1.56874 0.5 0.0 -0.4 0.09
H -0.43027 0.43919 -2.56395 0.5 1.3 -0.8 0.07
C -0.26867 1.80216 1.47323 0.1 0.1 2.3 -0.55
Cu -2.18708 -0.26549 -2.14207 -4.7 0.7 -3.4 0.63
H 0.67600 4.82963 -1.35817 0.0 0.3 0.3 0.14
H -3.10098 -4.56601 -1.44041 0.3 0.0 0.0 0.12
H -4.17241 5.59643 0.14275 -0.4 -0.7 0.0 0.13
C -0.27981 4.37203 -1.14977 -1.6 -1.4 0.1 0.12
H -3.91107 -3.63183 -0.12911 0.8 -1.0 -0.5 -0.04
C -0.96204 0.48751 1.74537 0.1 0.7 1.1 -0.74
H -3.68136 6.49462 -1.17980 0.7 -0.2 -0.5 0.12
C -1.73826 2.43151 -1.08313 0.6 1.0 -1.6 -0.01
H 2.26317 -3.55687 3.06389 0.3 0.0 0.4 0.14
H -0.41848 -0.03248 -0.12218 -1.1 2.3 -2.5 0.02
H -4.41698 -2.10600 -0.87819 -0.2 -0.5 0.1 0.09
H -3.77872 2.81634 -1.08311 -0.5 0.7 0.0 0.16
C -4.54727 -1.59357 0.07498 -0.1 1.9 -0.1 -0.55
H -1.91035 1.36608 -1.12381 -0.1 1.0 0.4 0.05
C 2.64761 -1.19773 0.69725 0.5 -0.8 1.2 0.01
N 2.87088 0.42591 -2.28056 0.5 0.4 0.8 -0.06
C 1.60449 0.01414 -2.58824 1.8 1.1 0.1 -0.01
C -3.87300 5.45971 -0.89636 -0.3 0.8 0.3 0.08
H 4.33088 0.08496 0.55432 0.7 -0.2 0.3 0.13
H -0.74500 2.46260 2.19780 0.0 0.8 -0.6 0.09
H -1.07449 -5.66729 0.78425 -0.1 -0.1 0.3 0.17
C -1.43407 5.16463 -0.90656 1.2 -1.6 -0.8 0.11
H 3.84882 -1.36801 -2.93278 -0.2 0.2 -0.2 0.12
H -0.22046 -0.27787 1.51664 -0.5 1.3 2.3 0.01
C 3.92135 -2.16778 2.93478 0.4 -0.6 -0.1 0.09
H -2.31229 -1.84053 -0.36946 0.3 -1.8 0.3 0.06
H -4.61967 5.07126 -1.58896 -0.1 -0.1 0.4 0.13
Cl 1.42831 1.69178 2.11139 -0.2 0.1 -0.6 0.66
H 4.70823 0.16172 -3.26213 0.1 -0.1 0.2 0.14
C 0.30383 -4.04649 1.29790 -0.7 -2.0 -0.8 0.08
N -1.79562 -3.83104 0.09987 0.5 0.2 1.5 -0.02
C -1.56591 -2.47760 0.08161 1.4 -1.6 0.2 -0.04
C 5.84549 -0.71772 2.48767 1.5 0.8 1.6 0.05
Cu -0.31174 -1.33496 -1.81572 3.9 -5.2 -2.4 0.56
C -0.88761 -4.60365 0.77243 -0.1 1.1 -0.6 0.11
N -2.66560 4.58057 -0.93172 0.6 3.0 -0.2 -0.04
H 6.34562 -1.40954 3.16543 0.2 0.0 -0.2 0.13
H 2.29819 3.25377 -0.67970 0.1 0.2 0.0 0.14
C 3.92173 -0.75791 1.09147 -2.0 0.1 -0.3 0.00
```
Forces are in eV/Å.

Computed properties:
charge	+5

Number 1: gap between HOMO and LUMO 7.214 eV, electronic energy -89164.247 eV. Number 2: gap between HOMO and LUMO 6.827 eV, electronic energy -176946.271 eV.